Entry 1:
C23H40I2N2P2ReSi2 as an isolated structure in a non-equilibrium geometry, computed with wB97M-V/def2-TZVPD.

XYZ file:
```
72
Properties=species:S:1:pos:R:3:lowdin_spin:R:1
Re -0.252 0.551 -0.638 1.820
C 0.169 3.674 -0.906 0.015
Si -0.995 3.538 0.595 0.029
C -2.633 4.381 0.240 0.008
C -0.130 4.251 2.102 0.005
N -1.186 1.769 0.724 0.284
C -1.893 1.137 1.695 0.085
C -2.598 1.779 2.731 0.040
C -3.204 1.044 3.720 0.059
C -3.129 -0.354 3.702 0.085
C -2.469 -1.011 2.689 0.020
C -1.860 -0.295 1.643 0.094
N -1.232 -0.873 0.567 0.255
Si -1.220 -2.678 0.432 0.029
C -0.126 -3.418 1.782 0.009
C -2.953 -3.400 0.503 0.003
C -0.483 -3.182 -1.219 0.009
H 0.939 4.425 -0.725 0.001
H -0.370 3.981 -1.805 0.001
H 0.705 2.733 -1.139 0.008
H -2.443 5.402 -0.098 0.001
H -3.263 4.444 1.128 0.000
H -3.205 3.872 -0.537 0.000
H 0.010 5.322 1.937 0.000
H 0.854 3.810 2.276 0.000
H -0.711 4.137 3.016 0.000
H -2.661 2.857 2.745 0.000
H -3.734 1.548 4.517 0.002
H -3.599 -0.929 4.489 0.003
H -2.435 -2.090 2.700 -0.001
H -0.274 -2.984 2.772 0.000
H 0.932 -3.346 1.519 0.000
H -0.364 -4.482 1.864 0.001
H -3.394 -3.411 1.499 0.000
H -2.883 -4.438 0.166 0.000
H -3.648 -2.886 -0.159 0.000
H 0.360 -2.569 -1.513 0.005
H -1.233 -3.177 -2.010 0.000
H -0.113 -4.206 -1.125 0.001
C 1.436 -0.176 2.490 -0.005
P 1.673 0.222 0.741 0.009
C 2.769 1.674 0.820 0.005
C 2.690 -1.056 -0.056 0.008
C 3.590 -1.824 0.675 0.000
C 4.405 -2.743 0.031 0.002
C 4.349 -2.873 -1.348 0.002
C 3.454 -2.110 -2.086 0.001
C 2.606 -1.213 -1.450 0.010
P 1.325 -0.255 -2.344 0.045
C 2.280 1.116 -3.096 0.000
C 0.832 -1.171 -3.842 0.012
H 2.395 -0.180 3.008 -0.001
H 0.942 -1.136 2.610 0.000
H 0.806 0.603 2.923 0.000
H 3.685 1.379 1.334 0.000
H 2.282 2.473 1.381 0.000
H 3.027 2.040 -0.171 0.000
H 3.655 -1.717 1.751 0.000
H 5.082 -3.360 0.607 0.000
H 4.994 -3.580 -1.853 0.000
H 3.424 -2.234 -3.160 0.000
H 2.985 0.699 -3.816 -0.001
H 2.837 1.674 -2.346 0.000
H 1.606 1.800 -3.615 0.000
H 1.668 -1.734 -4.252 0.001
H 0.519 -0.438 -4.586 0.000
H 0.012 -1.859 -3.641 0.000
I -1.996 1.652 -2.649 0.023
C -2.973 0.236 -3.937 0.011
I -3.405 -1.607 -2.989 0.005
H -2.326 0.068 -4.788 0.000
H -3.906 0.705 -4.228 0.001
```

The expectation value of S² is 3.79. As for the spin multiplicity: 4. The total charge is +2. The calculation puts the orbital gap (spin up / spin down) at 5.952 / 6.395 eV. As for the total energy: -2944.88249 Eh.

Entry 2:
A 3-piece molecular cluster, C23H40N2O4PS overall in a non-equilibrium geometry, computed with wB97M-V/def2-TZVPD.

XYZ file:
```
71
Properties=species:S:1:pos:R:3:mulliken_charge:R:1
C 0.336 -2.759 -1.364 -0.803
P 0.036 -1.824 -3.046 -0.279
O 1.634 -1.645 -3.714 -0.383
C -0.801 -0.150 -2.658 -0.049
C -0.738 0.901 -3.917 -0.859
C 0.744 1.623 -3.960 0.112
C 0.786 3.104 -3.220 -0.644
C 1.832 2.987 -1.922 0.331
C 3.420 2.642 -2.313 -0.251
C 4.522 2.458 -1.113 -0.434
C 4.000 2.626 0.467 -0.364
C 2.445 3.008 0.847 -0.361
C 1.337 3.191 -0.358 -0.327
C -2.425 -0.531 -2.534 -0.640
C -2.962 -0.526 -0.975 -0.054
S -4.833 -0.685 -0.859 -0.121
C -5.656 0.998 -0.861 0.252
N -6.112 1.874 0.312 -0.012
N -6.717 3.091 0.023 -0.468
C -6.716 3.144 -1.490 0.016
O -6.098 1.869 -1.977 -0.269
H 0.802 -3.807 -1.695 0.301
H 1.180 -2.220 -0.744 0.151
H -0.650 -2.930 -0.757 0.229
H 2.157 -1.166 -2.980 0.265
H -1.577 1.747 -3.841 0.241
H -1.000 0.313 -4.922 0.262
H 1.194 1.642 -5.043 0.336
H 1.461 0.928 -3.318 -0.145
H -0.269 3.517 -2.923 0.371
H 1.338 3.835 -3.982 0.232
H 3.787 2.503 -3.436 0.243
H 5.655 2.177 -1.362 0.253
H 4.787 2.468 1.323 0.274
H 2.102 3.123 1.973 0.260
H 0.203 3.457 -0.177 0.251
H -3.090 0.162 -3.240 0.271
H -2.562 -1.646 -2.935 0.351
H -2.668 0.467 -0.396 0.110
H -2.488 -1.474 -0.459 0.044
H -7.126 4.035 -2.167 0.308
C 3.340 -5.166 2.791 -1.178
C 2.842 -4.469 1.538 -0.254
O 3.245 -3.105 1.448 -0.342
C 4.648 -2.857 1.402 -0.352
C 5.333 -3.484 0.201 -1.012
H 3.058 -4.601 3.686 0.297
H 2.919 -6.173 2.862 0.396
H 4.429 -5.259 2.793 0.268
H 1.746 -4.468 1.549 0.318
H 3.141 -5.013 0.636 0.316
H 5.121 -3.174 2.338 0.316
H 4.769 -1.770 1.346 0.323
H 5.307 -4.576 0.249 0.266
H 6.382 -3.176 0.156 0.386
H 4.836 -3.185 -0.727 0.244
C -3.942 2.190 2.423 -0.911
C -4.019 0.858 3.147 -0.333
O -2.835 0.076 3.024 -0.441
C -1.638 0.644 3.551 -0.191
C -1.704 0.912 5.044 -1.089
H -3.659 2.046 1.375 0.095
H -4.908 2.703 2.461 0.355
H -3.196 2.850 2.875 0.385
H -4.829 0.266 2.704 0.343
H -4.276 0.994 4.202 0.297
H -1.372 1.551 2.997 0.215
H -0.840 -0.081 3.361 0.338
H -2.436 1.689 5.280 0.268
H -0.731 1.246 5.415 0.404
H -1.999 0.009 5.586 0.270
```

As for the spin multiplicity: 1. The total charge is -1. The calculation puts the orbital gap at 4.430 eV. As for the total energy: -2049.75060 Eh.

Please write out number 2 again, unchanged.
A 3-piece molecular cluster, C23H40N2O4PS overall in a non-equilibrium geometry, computed with wB97M-V/def2-TZVPD.

XYZ file:
```
71
Properties=species:S:1:pos:R:3:mulliken_charge:R:1
C 0.336 -2.759 -1.364 -0.803
P 0.036 -1.824 -3.046 -0.279
O 1.634 -1.645 -3.714 -0.383
C -0.801 -0.150 -2.658 -0.049
C -0.738 0.901 -3.917 -0.859
C 0.744 1.623 -3.960 0.112
C 0.786 3.104 -3.220 -0.644
C 1.832 2.987 -1.922 0.331
C 3.420 2.642 -2.313 -0.251
C 4.522 2.458 -1.113 -0.434
C 4.000 2.626 0.467 -0.364
C 2.445 3.008 0.847 -0.361
C 1.337 3.191 -0.358 -0.327
C -2.425 -0.531 -2.534 -0.640
C -2.962 -0.526 -0.975 -0.054
S -4.833 -0.685 -0.859 -0.121
C -5.656 0.998 -0.861 0.252
N -6.112 1.874 0.312 -0.012
N -6.717 3.091 0.023 -0.468
C -6.716 3.144 -1.490 0.016
O -6.098 1.869 -1.977 -0.269
H 0.802 -3.807 -1.695 0.301
H 1.180 -2.220 -0.744 0.151
H -0.650 -2.930 -0.757 0.229
H 2.157 -1.166 -2.980 0.265
H -1.577 1.747 -3.841 0.241
H -1.000 0.313 -4.922 0.262
H 1.194 1.642 -5.043 0.336
H 1.461 0.928 -3.318 -0.145
H -0.269 3.517 -2.923 0.371
H 1.338 3.835 -3.982 0.232
H 3.787 2.503 -3.436 0.243
H 5.655 2.177 -1.362 0.253
H 4.787 2.468 1.323 0.274
H 2.102 3.123 1.973 0.260
H 0.203 3.457 -0.177 0.251
H -3.090 0.162 -3.240 0.271
H -2.562 -1.646 -2.935 0.351
H -2.668 0.467 -0.396 0.110
H -2.488 -1.474 -0.459 0.044
H -7.126 4.035 -2.167 0.308
C 3.340 -5.166 2.791 -1.178
C 2.842 -4.469 1.538 -0.254
O 3.245 -3.105 1.448 -0.342
C 4.648 -2.857 1.402 -0.352
C 5.333 -3.484 0.201 -1.012
H 3.058 -4.601 3.686 0.297
H 2.919 -6.173 2.862 0.396
H 4.429 -5.259 2.793 0.268
H 1.746 -4.468 1.549 0.318
H 3.141 -5.013 0.636 0.316
H 5.121 -3.174 2.338 0.316
H 4.769 -1.770 1.346 0.323
H 5.307 -4.576 0.249 0.266
H 6.382 -3.176 0.156 0.386
H 4.836 -3.185 -0.727 0.244
C -3.942 2.190 2.423 -0.911
C -4.019 0.858 3.147 -0.333
O -2.835 0.076 3.024 -0.441
C -1.638 0.644 3.551 -0.191
C -1.704 0.912 5.044 -1.089
H -3.659 2.046 1.375 0.095
H -4.908 2.703 2.461 0.355
H -3.196 2.850 2.875 0.385
H -4.829 0.266 2.704 0.343
H -4.276 0.994 4.202 0.297
H -1.372 1.551 2.997 0.215
H -0.840 -0.081 3.361 0.338
H -2.436 1.689 5.280 0.268
H -0.731 1.246 5.415 0.404
H -1.999 0.009 5.586 0.270
```

As for the spin multiplicity: 1. The total charge is -1. The calculation puts the orbital gap at 4.430 eV. As for the total energy: -2049.75060 Eh.